# C2F3N

2 unconnected molecules or ions with the total composition C2F3N at a distorted geometry (ωB97M-V/def2-TZVPD, the OMol25 dataset).

Calculated values
- E: -11712.563 eV
- LUMO: -0.19 eV
- HOMO level: -0.4242 Ha

Geometry (Å):
1 C 1.633 0.136 -0.054
2 C -1.621 -0.249 0.562
3 N 2.121 -0.883 0.052
4 F 1.063 1.262 -0.118
5 F -1.233 -1.094 -0.350
6 F -1.963 0.828 -0.091

Computed Mulliken charges, given in elementary charges: number 1, C, carries 0.47; number 2, C, carries 0.12; number 3, N, carries -0.28; number 4, F, carries -0.18; number 5, F, carries -0.06; number 6, F, carries -0.07


# C5H11NO

A single C5H11NO molecule at a distorted geometry (ωB97M-V/def2-TZVPD, the OMol25 dataset).

Calculated values
- E: -8900.415 eV
- LUMO: 0.99 eV
- HOMO level: -0.3622 Ha
- SMILES string: CCCCNC=O

Geometry (Å):
1 O -2.418 -0.466 1.016
2 C -1.675 -0.607 1.943
3 N -0.555 0.200 2.233
4 C -0.062 1.013 1.164
5 C 0.842 0.284 0.141
6 C 0.412 0.343 -1.310
7 C 0.635 -0.848 -2.217
8 H -1.823 -1.368 2.723
9 H 0.219 -0.250 2.698
10 H 0.458 1.952 1.480
11 H -0.918 1.488 0.613
12 H 0.883 -0.821 0.334
13 H 1.883 0.660 0.108
14 H -0.702 0.690 -1.398
15 H 0.881 1.174 -1.849
16 H -0.093 -0.775 -3.046
17 H 1.562 -0.841 -2.837
18 H 0.472 -1.828 -1.795

Computed Mulliken charges, given in elementary charges: number 1, O, carries -0.48; number 2, C, carries 0.01; number 3, N, carries -0.28; number 4, C, carries -0.77; number 5, C, carries -0.44; number 6, C, carries -0.30; number 7, C, carries -1.21; number 8, H, carries 0.34; number 9, H, carries 0.29; number 10, H, carries 0.34; number 11, H, carries 0.36; number 12, H, carries 0.30; number 13, H, carries 0.32; number 14, H, carries 0.25; number 15, H, carries 0.28; number 16, H, carries 0.31; number 17, H, carries 0.30; number 18, H, carries 0.35


# CHNOS

2 unconnected molecules or ions with the total composition CHNOS at a distorted geometry (ωB97M-V/def2-TZVPD, the OMol25 dataset).

Calculated values
- E: -15423.020 eV
- LUMO (alpha / beta): -0.98 / -0.98 eV
- HOMO level (alpha / beta): -0.3073 / -0.3073 Ha

Geometry (Å):
1 C 1.100 1.200 -3.841
2 N 1.932 1.675 -0.637
3 O 1.431 1.773 -2.931
4 S 1.842 0.185 -0.612
5 H 2.413 1.945 -1.527

Computed Mulliken charges, given in elementary charges: number 1, C, carries 0.10; number 2, N, carries -0.29; number 3, O, carries -0.16; number 4, S, carries -0.01; number 5, H, carries 0.36